No. 1
Formula: C5H16N2O
Source: OMol25
Level of theory: the ωB97M-V functional and the def2-TZVPD basis

## Properties
* 2S+1: 1
* electronic energy: -10471.6323 eV
* energy relative to the best compared isomer or geometry (same formula, charge and spin): 0.890 eV
* SMILES: CCCNCCN.O
* highest occupied orbital energy: -0.3276 Eh

Geometry (Å):
1 C -2.1343 -1.1820 -1.9262
2 C -0.9492 -0.6957 -1.1199
3 C -0.6264 0.7934 -1.3891
4 N 0.1278 1.4066 -0.3118
5 C 1.5902 1.4891 -0.5000
6 C 2.3264 0.3897 0.3196
7 N 1.6547 0.0831 1.5717
8 H -3.0865 -0.7983 -1.5418
9 H -2.1369 -0.8352 -2.9666
10 H -2.1774 -2.2660 -1.9580
11 H -0.0606 -1.2549 -1.3664
12 H -1.1555 -0.8501 -0.0573
13 H -1.5394 1.3675 -1.5197
14 H -0.0896 0.7582 -2.3480
15 H -0.2216 2.3225 -0.0713
16 H 1.8083 1.3448 -1.5517
17 H 1.9131 2.4499 -0.1168
18 H 2.4002 -0.4863 -0.3543
19 H 3.3413 0.7283 0.5254
20 H 0.6975 0.4191 1.5167
21 H 1.5983 -0.9159 1.7095
22 O -1.5343 -1.7661 2.9697
23 H -1.1637 -2.3683 2.3171
24 H -1.5262 -0.9176 2.5099

***

No. 2
Formula: C34H34ClMgN8O7
Source: OMol25
Level of theory: the ωB97M-V functional and the def2-TZVPD basis

## Properties
* 2S+1: 1
* electronic energy: -80023.4875 eV
* energy relative to the best compared isomer or geometry (same formula, charge and spin): 2.360 eV
* highest occupied orbital energy: -0.4251 Eh
* net charge: +1

Geometry (Å):
1 Mg -0.3584 -0.6346 -0.1078
2 C 0.2288 -3.4304 0.8078
3 N -0.5484 -2.3753 1.4407
4 C -1.9776 -2.8055 1.5872
5 C -2.8970 -1.6442 1.4190
6 C -4.2679 -1.9447 1.3824
7 C -5.1767 -0.9121 1.3118
8 C -4.7191 0.4227 1.1887
9 C -3.3235 0.5992 1.2338
10 N -2.4215 -0.4238 1.1582
11 C 0.0560 -2.0295 2.7324
12 C 1.1271 -0.9751 2.6451
13 C 2.0986 -0.7529 3.6552
14 C 2.8700 0.3970 3.5747
15 C 2.7041 1.3129 2.5249
16 C 1.8099 0.9349 1.5263
17 N 1.0179 -0.1528 1.6249
18 C -0.1824 -3.7177 -0.5917
19 C -0.1545 -4.9792 -1.2232
20 C -0.6474 -5.0941 -2.5244
21 C -0.9410 -3.9539 -3.2535
22 C -0.7637 -2.7236 -2.6175
23 N -0.4764 -2.6068 -1.3271
24 H 0.2243 -4.3877 1.4114
25 H 1.3240 -3.1898 0.7682
26 H -2.1228 -3.3385 2.5184
27 H -2.2516 -3.5722 0.8363
28 H -4.6200 -2.9778 1.4207
29 H -6.2356 -1.1153 1.3088
30 H -5.4040 1.2086 1.0552
31 H -2.8003 1.5743 1.2558
32 H 0.4506 -2.9137 3.2357
33 H -0.6924 -1.6473 3.4360
34 H 2.1107 -1.3279 4.5659
35 H 3.5954 0.5383 4.3530
36 H 3.2536 2.2866 2.5766
37 H 1.5925 1.5487 0.7014
38 H 0.1969 -5.8710 -0.6606
39 H -0.8666 -6.0943 -2.8967
40 H -1.1728 -3.8996 -4.3071
41 H -0.8379 -1.8088 -3.1975
42 C -1.6155 2.1404 4.0289
43 N -1.4150 3.5398 3.6943
44 C -1.5314 4.5567 4.7263
45 C -1.1742 3.8275 2.4109
46 C -1.3244 5.2777 1.9622
47 O -0.9243 2.9088 1.5962
48 H -2.6537 1.8251 3.9812
49 H -1.3107 1.9354 5.0824
50 H -1.0217 1.5078 3.3374
51 H -1.2370 4.1516 5.7369
52 H -2.5768 4.9063 4.8579
53 H -0.9119 5.4121 4.4378
54 H -0.3148 5.7066 1.8553
55 H -1.8570 5.9670 2.6434
56 H -1.7799 5.1981 0.9773
57 O 0.6248 -0.0250 -3.2018
58 C 1.5312 -0.0667 -2.3235
59 O 1.2865 -0.0250 -1.0482
60 C 2.9554 -0.1947 -2.8151
61 C 3.2502 0.1065 -4.1458
62 C 4.5733 -0.1019 -4.5627
63 C 5.5522 -0.7955 -3.8964
64 C 5.2126 -0.9082 -2.5394
65 C 3.9876 -0.5731 -1.9548
66 N 6.1310 -1.5968 -1.6403
67 O 5.7263 -1.8202 -0.5393
68 O 7.1815 -1.9574 -2.1500
69 N 4.9275 0.4151 -5.8969
70 O 6.0910 0.3374 -6.2235
71 O 4.0128 0.7946 -6.6026
72 H 2.4896 0.3052 -4.8877
73 H 6.5180 -1.0861 -4.2669
74 H 3.7377 -0.7144 -0.8644
75 Cl -4.2974 1.4368 -4.4625
76 C -3.0856 1.6889 -3.2412
77 C -2.3967 2.9016 -3.1657
78 C -1.2352 2.9875 -2.3467
79 C -0.9411 1.9230 -1.5149
80 N -1.6393 0.7580 -1.5520
81 C -2.6931 0.6085 -2.4065
82 H -2.7140 3.6979 -3.8346
83 H -0.6754 3.9733 -2.3920
84 H -0.0922 1.9004 -0.8417
85 H -3.1717 -0.3535 -2.5608

***

No. 3
Formula: C50H68AsNO4SW
Source: OMol25
Level of theory: the ωB97M-V functional and the def2-TZVPD basis

## Properties
* 2S+1: 3
* <S²>: 2.061
* electronic energy: -136118.2577 eV
* energy relative to the best compared isomer or geometry (same formula, charge and spin): 3.548 eV
* highest occupied orbital energy (alpha / beta): -0.4240 / -0.4923 Eh
* net charge: +2

Geometry (Å):
1 W -0.0657 0.0150 0.4908
2 C -0.3267 0.4517 4.7197
3 O -0.4618 0.1590 3.3151
4 C 0.4830 0.8231 2.5539
5 C 1.8259 0.2969 2.6715
6 C 2.0185 -1.2024 2.7746
7 C 2.2080 -1.8040 1.3950
8 C 3.4463 -2.1640 0.9348
9 C 3.6385 -2.6971 -0.3493
10 C 2.5339 -2.7976 -1.1929
11 C 1.2582 -2.4613 -0.7720
12 C 0.0427 -2.7215 -1.6450
13 C -0.3184 -1.6145 -2.6291
14 C 0.1172 -1.6811 -3.9491
15 C -0.2865 -0.7474 -4.8982
16 C -1.0163 0.3562 -4.4398
17 C -1.4525 0.4878 -3.1251
18 C -2.2844 1.7317 -2.7750
19 C -2.5908 2.1324 -1.3374
20 C -3.8882 2.4993 -1.0133
21 C -4.2983 2.8918 0.3124
22 C -3.4131 2.7658 1.3200
23 C -2.0614 2.2115 1.1145
24 C -1.0648 2.8327 2.1398
25 C 0.3045 2.2359 2.3009
26 C 1.4163 3.0440 2.3379
27 C 2.6838 2.5528 2.6723
28 C 2.8715 1.1617 2.7375
29 C 3.8608 3.4603 2.9862
30 C 3.4980 4.9453 2.9341
31 C 4.3428 3.1185 4.4127
32 C 4.9882 3.1814 1.9755
33 C -1.6596 2.1846 -0.3194
34 O -0.4705 1.5793 -0.4388
35 C -5.7158 3.4210 0.5143
36 C -6.7094 2.2655 0.3010
37 C -6.0007 4.5360 -0.5123
38 C -5.9073 3.9873 1.9194
39 C -1.1508 -0.5652 -2.2715
40 O -1.7457 -0.6280 -1.0122
41 C -2.9353 -1.4577 -1.0044
42 C 0.0004 -0.9259 -6.3982
43 C 0.7428 -2.2335 -6.6755
44 C 0.8446 0.2354 -6.9390
45 C -1.3445 -0.9612 -7.1442
46 C 1.1066 -1.9833 0.5366
47 O -0.2091 -1.7680 1.0351
48 C 5.0251 -3.2087 -0.7464
49 C 6.0506 -2.0607 -0.7034
50 C 5.0283 -3.8283 -2.1431
51 C 5.4393 -4.3006 0.2677
52 H 0.6874 0.2426 5.0711
53 H -1.0309 -0.1976 5.2302
54 H -0.5721 1.4954 4.9294
55 H 1.1515 -1.6439 3.2469
56 H 2.8949 -1.4170 3.3788
57 H 4.2996 -2.0387 1.5974
58 H 2.6520 -3.1906 -2.1983
59 H -0.7889 -2.9273 -0.9893
60 H 0.2291 -3.6259 -2.2185
61 H 0.7298 -2.5285 -4.2483
62 H -1.2923 1.1427 -5.1431
63 H -3.2475 1.6219 -3.2720
64 H -1.8032 2.5773 -3.2704
65 H -4.6331 2.4669 -1.8037
66 H -3.6892 3.0526 2.3330
67 H -1.5660 2.7573 3.1083
68 H -0.9627 3.8941 1.9217
69 H 1.2789 4.1054 2.1648
70 H 3.8739 0.7565 2.8680
71 H 2.6873 5.1897 3.6286
72 H 3.2067 5.2670 1.9270
73 H 4.3694 5.5344 3.2278
74 H 3.5562 3.3075 5.1516
75 H 5.2000 3.7491 4.6604
76 H 4.6571 2.0733 4.5047
77 H 4.6279 3.2894 0.9477
78 H 5.3986 2.1727 2.0894
79 H 5.8019 3.8958 2.1311
80 H -6.6011 1.8118 -0.6906
81 H -7.7373 2.6336 0.3884
82 H -6.5649 1.4833 1.0545
83 H -6.0968 4.1474 -1.5331
84 H -5.2072 5.2914 -0.5057
85 H -6.9421 5.0346 -0.2645
86 H -5.8008 3.2180 2.6929
87 H -6.9176 4.3929 2.0060
88 H -5.2035 4.7992 2.1275
89 H -3.7669 -0.8676 -1.3874
90 H -3.1166 -1.7453 0.0215
91 H -2.7688 -2.3254 -1.6319
92 H 1.7412 -2.2433 -6.2215
93 H 0.8722 -2.3517 -7.7540
94 H 0.1833 -3.1036 -6.3153
95 H 1.8416 0.2333 -6.4871
96 H 0.3776 1.2088 -6.7516
97 H 0.9708 0.1305 -8.0214
98 H -2.0003 -1.7320 -6.7276
99 H -1.1779 -1.1921 -8.2012
100 H -1.8675 -0.0012 -7.0905
101 H 6.0103 -1.4660 -1.6220
102 H 7.0613 -2.4704 -0.6178
103 H 5.8874 -1.3871 0.1444
104 H 4.7548 -3.1004 -2.9159
105 H 4.3491 -4.6852 -2.2109
106 H 6.0342 -4.1882 -2.3725
107 H 5.6501 -3.8819 1.2567
108 H 6.3467 -4.7999 -0.0836
109 H 4.6556 -5.0572 0.3779
110 C 1.7903 2.0284 -3.4580
111 As 3.0796 1.8962 -2.0824
112 C 3.6216 3.6852 -1.6891
113 C 4.6014 1.0270 -2.8319
114 S 2.5223 0.8833 -0.3070
115 H 2.3049 2.3163 -4.3717
116 H 1.0556 2.7837 -3.1905
117 H 1.3117 1.0709 -3.5751
118 H 4.0618 4.1423 -2.5720
119 H 4.3504 3.6446 -0.8891
120 H 2.7529 4.2514 -1.3659
121 H 4.9306 1.5716 -3.7146
122 H 4.3189 0.0127 -3.0965
123 H 5.3885 1.0054 -2.0869
124 N -2.9168 -0.1407 1.6402
125 C -1.9798 0.6088 1.3250
126 H -3.7988 0.3222 1.8530